DFT (ωB97M-V/def2-TZVPD) results for an isolated molecule of CH3F2N3 in a non-equilibrium geometry.

CARTESIAN COORDINATES (ANGSTROEM)
C (0.43347, 0.04218, 0.21317)
N (1.08234, 0.35063, 1.22599)
N (0.90569, 0.07655, -1.08599)
N (-1.16879, -0.53302, 0.15051)
F (0.33126, 0.56328, 2.39194)
F (-1.82683, 0.07161, -0.93005)
H (1.96653, -0.04222, -1.26590)
H (0.14498, -0.15229, -1.73879)
H (-1.86865, -0.37673, 1.03912)

HOMO level: -0.366 Eh
ΔE to the lowest compared entry with this formula, charge and spin: 57.2 kcal per mole
DFT total energy: -403.70494 hartree
frontier orbital gap: 10.64 eV
lowest unoccupied orbital energy: 0.6910 eV
SMILES string: N/C(=N/F)NF

These are the Löwdin partial charges, in e, on atoms 1 to 4: number 1, C, carries -0.354; number 2, N, carries 0.061; number 3, N, carries 0.088; number 4, N, carries 0.032


DFT (ωB97M-V/def2-TZVPD) results for a cluster of 2 separate species, CH3F2NO2S in total in a non-equilibrium geometry.

CARTESIAN COORDINATES (ANGSTROEM)
C (-1.08879, -0.01189, -0.93490)
N (2.29843, -0.82580, 0.82891)
O (-1.43399, 1.37440, 1.44619)
O (-0.00510, 2.46796, -0.23618)
F (2.52772, -1.73024, 1.84614)
F (1.67483, -1.59518, -0.04826)
S (-0.36966, 1.24240, 0.48055)
H (-0.37111, -0.25978, -1.71284)
H (-1.14071, -0.89715, -0.26509)
H (-2.09162, 0.23528, -1.40452)

HOMO level (alpha / beta): -0.364 / -0.425 Eh
ΔE to the lowest compared entry with this formula, charge and spin: 143.5 kcal per mole
DFT total energy: -842.81488 hartree
frontier orbital gap (alpha / beta): 8.55 / 9.04 eV
lowest unoccupied orbital energy (alpha / beta): -1.3486 / -2.5354 eV

These are the Löwdin partial charges, in e, on atoms 1 to 4: number 1, C, carries -0.127; number 2, N, carries 0.098; number 3, O, carries -0.392; number 4, O, carries -0.399


DFT (ωB97M-V/def2-TZVPD) results for an isolated molecule of CH3F2NS in a non-equilibrium geometry.

CARTESIAN COORDINATES (ANGSTROEM)
C (-0.15677, 0.15833, -0.22763)
N (-1.21732, 0.68603, 0.70635)
F (-0.73335, 1.15760, 3.19424)
F (-1.94212, -0.89886, 2.82565)
S (-1.83609, 0.64133, 2.04211)
H (-0.40574, -0.80446, -0.68884)
H (0.83113, -0.06061, 0.17976)
H (0.09533, 0.91776, -1.06949)

HOMO level: -0.401 Eh
ΔE to the lowest compared entry with this formula, charge and spin: 4.1 kcal per mole
DFT total energy: -692.51503 hartree
frontier orbital gap: 11.59 eV
lowest unoccupied orbital energy: 0.6792 eV

These are the Löwdin partial charges, in e, on atoms 1 to 4: number 1, C, carries -0.133; number 2, N, carries -0.373; number 3, F, carries -0.369; number 4, F, carries -0.396


DFT (ωB97M-V/def2-TZVPD) results for a cluster of 2 separate species, CH3F2P in total in a non-equilibrium geometry.

CARTESIAN COORDINATES (ANGSTROEM)
C (0.88471, -0.22107, -0.08050)
F (1.69059, -0.51357, 0.87316)
F (1.85021, 0.98384, -1.22116)
P (-0.63994, 0.59794, 0.27886)
H (1.05572, -0.96003, -0.86506)
H (-0.71145, 0.92212, -1.00570)
H (-1.25805, -0.61173, 0.07022)

HOMO level: -0.411 Eh
ΔE to the lowest compared entry with this formula, charge and spin: 43.0 kcal per mole
DFT total energy: -580.87637 hartree
frontier orbital gap: 11.20 eV
lowest unoccupied orbital energy: 0.0253 eV

These are the Löwdin partial charges, in e, on atoms 1 to 4: number 1, C, carries -0.497; number 2, F, carries 0.065; number 3, F, carries -0.367; number 4, P, carries 0.893


DFT (ωB97M-V/def2-TZVPD) results for a cluster of 2 separate species, CH3F3N2O in total in a non-equilibrium geometry.

CARTESIAN COORDINATES (ANGSTROEM)
C (-0.11987, 1.15283, 0.51006)
N (-2.44138, 0.02985, -0.53839)
N (-3.34092, -0.57425, 0.08139)
O (-0.85908, 0.05801, 0.51513)
F (-2.60290, 1.46510, -0.87151)
F (-3.85514, -0.17912, 1.41459)
F (-4.46978, -0.83832, -0.68420)
H (-0.79057, 2.11288, 0.31996)
H (0.61681, 1.18056, -0.41928)
H (0.45534, 1.14408, 1.54484)

HOMO level (alpha / beta): -0.402 / -0.402 Eh
ΔE to the lowest compared entry with this formula, charge and spin: 193.9 kcal per mole
DFT total energy: -523.84660 hartree
frontier orbital gap (alpha / beta): 8.22 / 8.22 eV
lowest unoccupied orbital energy (alpha / beta): -2.7170 / -2.7061 eV

These are the Löwdin partial charges, in e, on atoms 1 to 4: number 1, C, carries -0.222; number 2, N, carries 0.086; number 3, N, carries -0.112; number 4, O, carries -0.077


DFT (ωB97M-V/def2-TZVPD) results for a structure of composition CH3F3NS in a non-equilibrium geometry.

CARTESIAN COORDINATES (ANGSTROEM)
C (1.21045, -0.59694, 0.84357)
N (0.37589, -0.95651, -0.09886)
F (-1.57639, 0.86090, 0.40735)
F (-0.40646, 1.00765, -1.62704)
F (-2.70685, 0.95210, -1.63923)
S (-1.51160, 0.08532, -1.02850)
H (2.02494, -1.33789, 0.88009)
H (0.92066, -0.22027, 1.86658)
H (1.66938, 0.20565, 0.39603)

HOMO level (alpha / beta): -0.565 / -0.570 Eh
ΔE to the lowest compared entry with this formula, charge and spin: 71.1 kcal per mole
DFT total energy: -791.93344 hartree
frontier orbital gap (alpha / beta): 8.32 / 8.36 eV
net charge: +1
lowest unoccupied orbital energy (alpha / beta): -7.0406 / -7.1454 eV

These are the Löwdin partial charges, in e, on atoms 1 to 4: number 1, C, carries -0.193; number 2, N, carries 0.090; number 3, F, carries -0.197; number 4, F, carries -0.170


DFT (ωB97M-V/def2-TZVPD) results for a structure of composition CH3F3OSi in a non-equilibrium geometry.

CARTESIAN COORDINATES (ANGSTROEM)
C (-0.90260, 0.50399, -0.33871)
O (-1.27145, -1.20208, 0.01313)
F (1.27768, -0.08646, 1.52089)
F (1.59348, -1.06722, -0.89418)
F (1.88562, 1.43916, -0.25538)
Si (0.97745, 0.14036, -0.04155)
H (-1.28163, 1.11248, 0.51158)
H (-1.17212, 0.57072, -1.40250)
H (-1.10643, -1.41094, 0.88673)

HOMO level (alpha / beta): -0.243 / -0.453 Eh
expectation value of S²: 2.0084
ΔE to the lowest compared entry with this formula, charge and spin: 16.7 kcal per mole
DFT total energy: -704.21960 hartree
frontier orbital gap (alpha / beta): 7.18 / 8.75 eV
spin multiplicity: 3
lowest unoccupied orbital energy (alpha / beta): 0.5742 / -3.5767 eV

These are the Löwdin partial charges, in e, on atoms 1 to 4: number 1, C, carries -0.133; number 2, O, carries 0.027; number 3, F, carries -0.093; number 4, F, carries -0.075


DFT (ωB97M-V/def2-TZVPD) results for an isolated molecule of CH3F5N3OP3 in a non-equilibrium geometry.

CARTESIAN COORDINATES (ANGSTROEM)
C (0.32253, 0.89771, 2.28605)
N (-1.39763, -0.37586, -0.40017)
N (0.14597, -2.43211, -0.29868)
N (0.09585, 1.35994, -1.31079)
O (0.46497, 0.81968, 0.96613)
F (0.64167, 2.10839, 2.71930)
F (-1.02154, 0.78791, 2.55119)
F (1.03017, -3.44771, -0.98561)
F (0.34152, 2.71473, -1.52794)
F (2.21083, -0.13162, -1.17081)
P (-0.36551, -1.32662, -1.24482)
P (-0.91849, 1.22358, 0.04425)
P (1.00478, 0.24709, -2.23191)
H (0.73888, 0.03045, 2.91899)
H (-2.23760, -0.81057, 0.00216)
H (-1.05641, -1.66498, -2.31734)

HOMO level: -0.344 Eh
ΔE to the lowest compared entry with this formula, charge and spin: 99.5 kcal per mole
DFT total energy: -1802.69945 hartree
frontier orbital gap: 9.31 eV
lowest unoccupied orbital energy: -0.0528 eV
SMILES string: FN=[P@H]1NP(OC(F)F)N(F)P1F

These are the Löwdin partial charges, in e, on atoms 1 to 4: number 1, C, carries -0.568; number 2, N, carries -0.360; number 3, N, carries -0.227; number 4, N, carries -0.577